Entry a
Entry from the OMol25 dataset: an isolated ion of composition C2H6N5 and charge +1 (ωB97M-V/def2-TZVPD).

XYZ file:
```
13
Properties=species:S:1:pos:R:3
C -0.211 -1.219 -0.029
C -0.948 0.186 0.069
N -0.048 1.279 0.174
N -2.019 0.006 1.164
N -3.105 -0.053 0.638
N -2.915 -0.184 -0.860
N -1.765 0.122 -1.147
H 0.116 -1.453 0.945
H 0.705 -1.177 -0.719
H -0.846 -2.120 -0.166
H 0.790 0.811 0.627
H -0.333 1.994 0.823
H 0.185 1.722 -0.726
```

As for the highest occupied orbital energy: -14.928 eV. The SMILES is CC1([NH3+])N=NN=N1. As for the net charge: +1. The calculation puts the HOMO-LUMO gap at 9.60 eV.

What are the Mulliken partial charges on each atom? They are as follows, in elementary charge units: atom 1 (C): -1.440, atom 2 (C): 0.478, atom 3 (N): -0.095, atom 4 (N): -0.104, atom 5 (N): -0.111, atom 6 (N): -0.095, atom 7 (N): -0.098, atom 8 (H): 0.531, atom 9 (H): 0.375, atom 10 (H): 0.355, atom 11 (H): 0.454, atom 12 (H): 0.368, atom 13 (H): 0.382

Entry b
Entry from the OMol25 dataset: an isolated ion of composition C2H6N5 and charge +1 (ωB97M-V/def2-TZVPD).

XYZ file:
```
13
Properties=species:S:1:pos:R:3
N 1.373 -0.448 1.274
C 0.396 -0.188 0.395
C -0.519 0.939 0.738
N -1.236 1.465 -0.460
N -1.339 0.871 -1.504
N -0.748 -0.258 -1.751
N 0.236 -0.793 -0.751
H 1.405 -0.045 2.201
H 2.185 -1.176 1.053
H -1.465 0.444 1.195
H -0.089 1.891 1.129
H -1.022 -1.072 -2.466
H 0.822 -1.629 -1.052
```

As for the highest occupied orbital energy: -13.879 eV. The SMILES is [NH2+]=C1CN=NNN1. As for the net charge: +1. The calculation puts the HOMO-LUMO gap at 9.96 eV.

What are the Mulliken partial charges on each atom? They are as follows, in elementary charge units: atom 1 (N): -0.405, atom 2 (C): 0.576, atom 3 (C): -0.490, atom 4 (N): -0.224, atom 5 (N): -0.166, atom 6 (N): 0.002, atom 7 (N): -0.149, atom 8 (H): 0.247, atom 9 (H): 0.271, atom 10 (H): 0.316, atom 11 (H): 0.396, atom 12 (H): 0.340, atom 13 (H): 0.284

Ranked by calculated energy, most stable first: entry b, entry a.

Entry a
Entry from the OMol25 dataset: a 4-piece molecular cluster, C3H11NO4 overall (ωB97M-V/def2-TZVPD).

XYZ file:
```
19
Properties=species:S:1:pos:R:3
C 1.848 1.548 -0.426
C -0.426 0.476 1.287
O -1.625 0.334 1.911
C 1.761 0.134 -0.288
N 1.359 -0.577 -1.421
O 2.070 -0.466 0.737
H 1.659 2.171 -1.287
H 2.244 2.023 0.466
H -0.514 0.561 0.201
H 0.083 1.396 1.668
H 0.243 -0.300 1.734
H 1.528 -0.141 -2.315
H 1.690 -1.533 -1.379
H -2.013 -1.723 -0.348
H -0.515 -2.075 -0.305
O -1.389 -2.478 -0.344
H -2.284 0.094 1.164
H -2.958 0.644 -0.822
O -2.762 -0.088 -0.233
```

As for the highest occupied orbital energy: -8.684 eV. As for the net charge: 0. The calculation puts the HOMO-LUMO gap at 3.79 eV.

What are the Mulliken partial charges on each atom? They are as follows, in elementary charge units: atom 1 (C): -0.534, atom 2 (C): -0.701, atom 3 (O): -0.459, atom 4 (C): 0.622, atom 5 (N): -0.366, atom 6 (O): -0.556, atom 7 (H): 0.295, atom 8 (H): 0.323, atom 9 (H): 0.425, atom 10 (H): 0.290, atom 11 (H): 0.373, atom 12 (H): 0.230, atom 13 (H): 0.282, atom 14 (H): 0.421, atom 15 (H): 0.272, atom 16 (O): -0.688, atom 17 (H): 0.504, atom 18 (H): 0.176, atom 19 (O): -0.908

Entry b
Entry from the OMol25 dataset: C3H11NO4 as an isolated structure (ωB97M-V/def2-TZVPD).

XYZ file:
```
19
Properties=species:S:1:pos:R:3
H -1.382 -1.214 0.588
O -0.854 -1.122 1.765
O -1.668 -1.344 -0.486
H -0.288 -1.898 1.788
H -0.193 -0.450 1.478
C -1.427 -0.321 -1.262
O -1.338 -0.326 -2.462
C -1.124 0.988 -0.436
H -1.256 1.808 -1.153
N 0.110 0.985 0.314
H 0.147 1.665 1.059
H -1.997 1.005 0.241
C 1.294 1.249 -0.565
H 1.619 0.433 -1.200
H 1.003 2.135 -1.147
H 2.213 1.397 0.017
O 1.495 -1.690 0.789
H 2.174 -2.314 0.558
H 1.472 -0.986 0.112
```

As for the highest occupied orbital energy: -9.403 eV. As for the net charge: 0. The calculation puts the HOMO-LUMO gap at 9.77 eV.

What are the Mulliken partial charges on each atom? They are as follows, in elementary charge units: atom 1 (H): 0.459, atom 2 (O): -0.628, atom 3 (O): -0.599, atom 4 (H): 0.394, atom 5 (H): 0.569, atom 6 (C): 0.784, atom 7 (O): -0.598, atom 8 (C): -0.934, atom 9 (H): 0.380, atom 10 (N): -0.368, atom 11 (H): 0.221, atom 12 (H): 0.448, atom 13 (C): -1.136, atom 14 (H): 0.377, atom 15 (H): 0.325, atom 16 (H): 0.380, atom 17 (O): -0.637, atom 18 (H): 0.282, atom 19 (H): 0.282

Ranked by calculated energy, most stable first: entry b, entry a.

Entry a
Entry from the OMol25 dataset: a 3-piece molecular cluster, C3H11NO4 overall (ωB97M-V/def2-TZVPD).

XYZ file:
```
19
Properties=species:S:1:pos:R:3
C 0.501 -1.784 -1.458
N -0.154 -0.457 -1.394
C 0.643 0.704 -1.182
C 1.042 0.935 0.273
O 0.912 1.964 0.874
O 1.447 -0.195 0.882
H 1.380 -1.711 -0.811
H 0.873 -1.983 -2.482
H -0.162 -2.462 -0.922
H -0.983 -0.556 -1.946
H 0.178 1.581 -1.632
H 1.623 0.640 -1.703
H 1.716 -0.022 1.792
O -2.370 2.232 0.141
H -3.087 1.918 -0.454
H -1.694 1.559 -0.006
O -1.168 -2.741 1.791
H -1.816 -2.799 1.091
H -0.382 -2.418 1.325
```

As for the highest occupied orbital energy: -9.182 eV. The SMILES is CNCC(=O)O.O.O. As for the net charge: 0. The calculation puts the HOMO-LUMO gap at 9.63 eV.

What are the Mulliken partial charges on each atom? They are as follows, in elementary charge units: atom 1 (C): -0.930, atom 2 (N): -0.174, atom 3 (C): -0.764, atom 4 (C): 0.657, atom 5 (O): -0.534, atom 6 (O): -0.416, atom 7 (H): 0.294, atom 8 (H): 0.310, atom 9 (H): 0.221, atom 10 (H): 0.237, atom 11 (H): 0.425, atom 12 (H): 0.350, atom 13 (H): 0.326, atom 14 (O): -0.640, atom 15 (H): 0.313, atom 16 (H): 0.308, atom 17 (O): -0.636, atom 18 (H): 0.318, atom 19 (H): 0.334

Entry b
Entry from the OMol25 dataset: a 3-piece molecular cluster, C3H11NO4 overall (ωB97M-V/def2-TZVPD).

XYZ file:
```
19
Properties=species:S:1:pos:R:3
C 1.890 1.393 -0.169
N 0.661 0.605 -0.161
C -0.277 0.924 -1.227
C -1.222 -0.229 -1.535
O -1.561 -0.495 -2.658
O -1.707 -0.882 -0.493
H 1.876 2.120 -0.974
H 2.128 1.906 0.757
H 2.711 0.702 -0.297
H 0.183 0.660 0.732
H 0.248 1.067 -2.165
H -0.825 1.859 -1.067
H -1.590 -0.624 0.507
O -1.474 -0.558 1.923
H -2.242 -1.107 2.122
H -0.722 -1.187 2.060
O 0.617 -1.964 1.278
H 0.806 -1.371 0.513
H 0.499 -2.819 0.854
```

As for the highest occupied orbital energy: -9.313 eV. The SMILES is CNCC(=O)O.O.O. As for the net charge: 0. The calculation puts the HOMO-LUMO gap at 9.75 eV.

What are the Mulliken partial charges on each atom? They are as follows, in elementary charge units: atom 1 (C): -0.999, atom 2 (N): -0.217, atom 3 (C): -0.555, atom 4 (C): 0.448, atom 5 (O): -0.604, atom 6 (O): -0.533, atom 7 (H): 0.323, atom 8 (H): 0.347, atom 9 (H): 0.278, atom 10 (H): 0.275, atom 11 (H): 0.466, atom 12 (H): 0.284, atom 13 (H): 0.435, atom 14 (O): -0.702, atom 15 (H): 0.340, atom 16 (H): 0.436, atom 17 (O): -0.723, atom 18 (H): 0.354, atom 19 (H): 0.346

Ranked by calculated energy, most stable first: entry b, entry a.

Entry a
Entry from the OMol25 dataset: a 3-piece molecular cluster, C3H11NO4 overall (ωB97M-V/def2-TZVPD).

XYZ file:
```
19
Properties=species:S:1:pos:R:3
C -1.104 0.527 2.514
C -0.090 -0.153 1.732
N 0.863 0.753 1.015
C 0.471 1.181 -0.272
O -0.142 0.447 -1.139
O 0.959 2.360 -0.550
H -1.022 0.296 3.583
H -1.057 1.488 2.376
H -2.141 0.247 2.365
H 0.608 -0.922 2.241
H -0.397 -0.786 0.936
H 1.241 1.475 1.584
H 1.134 2.447 -1.526
O 1.313 -1.940 -2.111
H 2.143 -1.534 -1.932
H 0.748 -1.388 -1.562
O -1.372 -1.550 -3.500
H -1.406 -0.863 -2.786
H -0.749 -2.085 -2.966
```

As for the highest occupied orbital energy: -10.512 eV. The SMILES is CCNC(=O)O.O.O. As for the net charge: 0. The calculation puts the HOMO-LUMO gap at 10.81 eV.

What are the Mulliken partial charges on each atom? They are as follows, in elementary charge units: atom 1 (C): -1.270, atom 2 (C): -0.325, atom 3 (N): -0.275, atom 4 (C): 0.541, atom 5 (O): -0.610, atom 6 (O): -0.481, atom 7 (H): 0.296, atom 8 (H): 0.460, atom 9 (H): 0.342, atom 10 (H): 0.389, atom 11 (H): 0.283, atom 12 (H): 0.262, atom 13 (H): 0.388, atom 14 (O): -0.665, atom 15 (H): 0.279, atom 16 (H): 0.366, atom 17 (O): -0.648, atom 18 (H): 0.333, atom 19 (H): 0.333

Entry b
Entry from the OMol25 dataset: a 3-piece molecular cluster, C3H11NO4 overall (ωB97M-V/def2-TZVPD).

XYZ file:
```
19
Properties=species:S:1:pos:R:3
C 0.006 1.004 2.020
N -0.859 0.525 0.968
C -0.823 -0.957 0.874
C 0.266 -1.389 -0.059
O 0.254 -2.221 -0.933
O 1.469 -0.799 0.229
H 0.983 0.558 2.069
H -0.523 0.981 3.000
H 0.166 2.098 1.949
H -1.835 0.740 0.873
H -1.701 -1.290 0.305
H -0.793 -1.537 1.783
H 2.199 -1.323 -0.171
O -2.215 -0.057 -2.355
H -2.361 0.694 -1.737
H -1.517 -0.581 -1.960
O 1.981 2.863 -0.645
H 1.278 3.492 -0.680
H 1.738 2.124 -0.054
```

As for the highest occupied orbital energy: -9.646 eV. The SMILES is CNCC(=O)O.O.O. As for the net charge: 0. The calculation puts the HOMO-LUMO gap at 10.09 eV.

What are the Mulliken partial charges on each atom? They are as follows, in elementary charge units: atom 1 (C): -0.974, atom 2 (N): -0.207, atom 3 (C): -0.578, atom 4 (C): 0.560, atom 5 (O): -0.580, atom 6 (O): -0.428, atom 7 (H): 0.316, atom 8 (H): 0.335, atom 9 (H): 0.298, atom 10 (H): 0.248, atom 11 (H): 0.410, atom 12 (H): 0.277, atom 13 (H): 0.335, atom 14 (O): -0.645, atom 15 (H): 0.321, atom 16 (H): 0.310, atom 17 (O): -0.653, atom 18 (H): 0.306, atom 19 (H): 0.349

Ranked by calculated energy, most stable first: entry a, entry b.

Entry a
Entry from the OMol25 dataset: one molecule with the formula C5H14N2 (ωB97M-V/def2-TZVPD).

XYZ file:
```
21
Properties=species:S:1:pos:R:3
C 0.244 -1.805 0.850
C -0.259 -0.437 1.399
N 0.293 -0.003 2.704
C 0.179 0.618 0.387
N -0.287 0.385 -1.009
C -1.351 1.276 -1.466
C 0.844 0.329 -1.991
H -0.564 -2.289 0.304
H 0.630 -2.459 1.623
H 1.043 -1.751 0.102
H -1.344 -0.523 1.472
H -0.235 -0.530 3.393
H 1.252 -0.335 2.711
H 1.262 0.673 0.309
H -0.147 1.619 0.694
H -2.278 0.873 -1.061
H -1.292 2.371 -1.464
H -1.400 0.993 -2.533
H 1.742 -0.020 -1.468
H 1.067 1.383 -2.173
H 0.600 -0.368 -2.782
```

As for the highest occupied orbital energy: -8.284 eV. The SMILES is C[C@@H](N)CN(C)C. As for the net charge: 0. The calculation puts the HOMO-LUMO gap at 9.36 eV.

What are the Mulliken partial charges on each atom? They are as follows, in elementary charge units: atom 1 (C): -1.234, atom 2 (C): 0.350, atom 3 (N): -0.673, atom 4 (C): -1.202, atom 5 (N): 0.117, atom 6 (C): -1.049, atom 7 (C): -1.140, atom 8 (H): 0.308, atom 9 (H): 0.421, atom 10 (H): 0.227, atom 11 (H): 0.343, atom 12 (H): 0.285, atom 13 (H): 0.265, atom 14 (H): 0.506, atom 15 (H): 0.331, atom 16 (H): 0.341, atom 17 (H): 0.351, atom 18 (H): 0.346, atom 19 (H): 0.358, atom 20 (H): 0.440, atom 21 (H): 0.309

Entry b
Entry from the OMol25 dataset: a 2-piece molecular cluster, C5H14N2 overall (ωB97M-V/def2-TZVPD).

XYZ file:
```
21
Properties=species:S:1:pos:R:3
C -1.370 0.090 -0.503
C -0.197 0.125 0.510
C 2.589 0.751 1.468
C 1.770 -0.032 -0.868
C -2.703 -0.073 0.239
N 0.978 0.763 -0.031
N -1.137 -0.953 -1.503
H -1.366 1.048 -1.030
H -1.262 -1.873 -1.092
H -1.792 -0.871 -2.272
H -0.521 0.704 1.377
H -0.014 -0.913 0.843
H 2.704 -0.333 -0.251
H 2.814 1.166 2.447
H 2.920 1.421 0.696
H 2.197 -0.245 1.599
H 1.313 -0.962 -1.216
H 2.203 0.552 -1.683
H -2.895 0.768 0.908
H -3.529 -0.142 -0.472
H -2.701 -0.991 0.834
```

As for the highest occupied orbital energy (spin up / spin down): -8.352 / -8.100 eV. As for the net charge: 0. The calculation puts the HOMO-LUMO gap (spin up / spin down) at 8.85 / 8.51 eV.

What are the Mulliken partial charges on each atom? They are as follows, in elementary charge units: atom 1 (C): 0.364, atom 2 (C): -0.713, atom 3 (C): -0.870, atom 4 (C): -0.845, atom 5 (C): -1.457, atom 6 (N): -0.468, atom 7 (N): -0.577, atom 8 (H): 0.331, atom 9 (H): 0.236, atom 10 (H): 0.246, atom 11 (H): 0.352, atom 12 (H): 0.336, atom 13 (H): 0.410, atom 14 (H): 0.228, atom 15 (H): 0.331, atom 16 (H): 0.365, atom 17 (H): 0.377, atom 18 (H): 0.273, atom 19 (H): 0.375, atom 20 (H): 0.394, atom 21 (H): 0.311

Entry c
Entry from the OMol25 dataset: C5H14N2 as an isolated structure (ωB97M-V/def2-TZVPD).

XYZ file:
```
21
Properties=species:S:1:pos:R:3
C 0.279 -0.895 -0.975
N -1.171 -1.031 -1.042
C -1.015 -2.269 -0.539
C 0.997 -0.982 0.415
C 0.152 -0.164 1.412
C -0.345 1.166 0.869
N 0.775 2.044 0.492
H 0.839 -1.551 -1.678
H 0.535 0.143 -1.310
H -0.766 2.184 -2.210
H -1.169 -2.643 0.529
H -1.038 2.582 -2.822
H -0.972 -3.137 -1.231
H 1.061 -1.995 0.771
H 2.026 -0.556 0.359
H -0.762 -0.773 1.654
H 0.725 -0.023 2.356
H -1.006 1.679 1.655
H -0.883 0.995 -0.030
H 1.321 2.335 1.322
H 0.418 2.894 0.005
```

As for the highest occupied orbital energy: -7.730 eV. As for the net charge: 0. The calculation puts the HOMO-LUMO gap at 7.36 eV.

What are the Mulliken partial charges on each atom? They are as follows, in elementary charge units: atom 1 (C): -0.646, atom 2 (N): -0.457, atom 3 (C): -0.209, atom 4 (C): -0.820, atom 5 (C): -0.482, atom 6 (C): -0.634, atom 7 (N): -0.524, atom 8 (H): 0.407, atom 9 (H): 0.357, atom 10 (H): -0.194, atom 11 (H): 0.209, atom 12 (H): 0.176, atom 13 (H): 0.289, atom 14 (H): 0.389, atom 15 (H): 0.376, atom 16 (H): 0.200, atom 17 (H): 0.392, atom 18 (H): 0.299, atom 19 (H): 0.441, atom 20 (H): 0.214, atom 21 (H): 0.214

Ranked by calculated energy, most stable first: entry a, entry b, entry c.